Density functional theory data (the ωB97M-V functional and the def2-TZVPD basis) for C4H6LiOZn as an isolated structure at a distorted geometry.

Each line ends with the Mulliken spin population.
Positions of all 13 atoms, in Å:
Zn 1.10220 2.03821 4.28290  -0.168
O 2.10721 2.05573 2.92501  0.087
C 2.51907 1.39030 1.86452  -0.034
C -0.10290 0.46923 1.06163  -0.213
C -0.43183 -0.68907 1.82900  0.837
C 1.77030 0.66220 1.02417  0.404
Li -2.67517 -0.39345 1.24091  0.031
H 2.18906 0.11158 0.18181  0.006
H 3.58521 1.52280 1.61466  0.011
H -0.31129 -1.68554 1.39044  0.000
H -0.23855 0.39901 -0.02458  0.022
H -0.40321 1.43666 1.48513  0.022
H -0.50608 -0.63875 2.91980  -0.006

Results
E	-54893.072	eV
lowest unoccupied orbital energy (alpha / beta)	-11.5 / -11.5	eV
2S+1	2
net charge	+2
HOMO energy (alpha / beta)	-16.22 / -16.33	eV
Kohn-Sham gap (alpha / beta)	4.72 / 4.85	eV



Density functional theory data (the ωB97M-V functional and the def2-TZVPD basis) for C12H31Cl2N2PReS as an isolated structure at a distorted geometry.

Each line ends with the Mulliken spin population.
Positions of all 50 atoms, in Å:
Re -0.18819 -0.01633 -0.01452  2.476
Cl -2.31495 -0.68373 0.04204  0.186
Cl 0.97594 -0.86261 -1.72797  0.151
S 0.77788 0.44910 1.90203  0.136
P 0.10150 0.06446 -5.95810  0.001
N 1.24192 -0.50754 4.39365  0.029
N -0.95032 0.29013 4.09996  0.013
C -0.04874 1.95474 -8.13587  0.000
C 1.78042 -0.51230 -6.60695  -0.002
C 0.10110 1.82444 -6.62428  0.000
C -2.51640 -0.24823 -6.99933  0.000
C -1.10560 -2.33051 -6.76305  -0.001
C 2.31866 -1.56377 -5.63337  0.004
C -1.18990 0.85734 5.43111  0.003
C 1.82670 -0.99133 -8.05412  0.000
C 0.27220 -0.01522 3.65436  0.094
C 1.10869 -1.03088 5.76550  0.004
C -0.93251 2.64446 -5.84238  0.000
C -1.10344 -0.83470 -7.10326  -0.001
H -3.20495 -0.91353 -7.53569  0.000
H -0.72111 -0.68752 -8.12384  0.000
H -1.96267 2.36255 -6.09418  0.000
H 1.10786 2.17802 -6.34231  0.000
H 2.87562 -1.20850 -8.28803  0.000
H -0.98639 1.51353 -8.50114  0.000
H 2.15991 -0.45671 3.95355  0.003
H -1.86429 -2.82506 -7.38129  0.000
H -1.69744 1.82368 5.28041  0.000
H -0.25222 1.04063 5.98908  0.000
H -1.59805 0.52412 3.33848  -0.003
H 0.06197 -1.07819 6.07740  0.000
H 1.24660 -1.91200 -8.19869  0.000
H -2.62521 0.75108 -7.43882  0.000
H -1.81330 0.19945 6.05247  0.002
H 1.51842 -2.05228 5.75628  -0.001
H 0.81102 1.33524 -0.11233  -0.040
H -2.84235 -0.19825 -5.95098  0.000
H -0.15066 -2.83853 -6.94557  0.000
H -0.80411 3.70459 -6.08187  0.000
H -1.37422 -2.48642 -5.70893  0.001
H -0.05626 3.02552 -8.37101  0.000
H 3.35772 -1.78959 -5.89106  0.000
H 0.78865 1.51183 -8.68796  0.000
H 1.74892 -2.50068 -5.68058  -0.001
H 1.67544 -0.41388 6.48823  0.001
H 2.39977 0.39570 -6.51356  0.000
H -0.94256 1.40342 -0.40481  -0.057
H 2.29385 -1.19969 -4.60061  0.003
H 1.48448 -0.24398 -8.77908  0.000
H -0.79988 2.52625 -4.75995  0.000

Results
E	-63224.543	eV
lowest unoccupied orbital energy (alpha / beta)	0.0 / -0.2	eV
2S+1	4
net charge	0
HOMO energy (alpha / beta)	-6.40 / -7.66	eV
Kohn-Sham gap (alpha / beta)	6.44 / 7.45	eV



Density functional theory data (the ωB97M-V functional and the def2-TZVPD basis) for C5H8N2O2 in the gas phase at a distorted geometry.

Each line ends with the Mulliken charge.
Positions of all 17 atoms, in Å:
O -1.40135 1.77885 -0.35310  -0.784
O 0.33713 -2.66226 0.42312  -0.425
N -1.12733 0.54095 -0.15491  0.585
N -0.49849 -1.57986 0.37994  0.127
C -1.83536 -1.56436 0.46641  -0.083
C 0.01737 -0.12690 -0.13229  0.003
C 1.38326 0.44455 0.15979  -0.382
C 1.59958 1.63382 -0.74341  -1.126
C -2.19983 -0.31609 0.13571  -0.608
H 1.78903 1.40205 -1.76740  0.313
H 2.34093 2.21164 -0.33661  0.384
H 1.43300 0.77833 1.15020  0.248
H -2.59091 -2.28176 0.76423  0.404
H -3.19335 0.24313 0.32129  0.329
H 0.54501 2.14168 -0.49969  0.295
H 1.25499 -2.37161 0.22980  0.379
H 2.14632 -0.27217 -0.04307  0.341

Results
E	-12383.909	eV
lowest unoccupied orbital energy	0.4	eV
net charge	0
HOMO energy	-8.27	eV
Kohn-Sham gap	8.71	eV
SMILES string	CCc1n(O)cc[n+]1[O-]



Density functional theory data (the ωB97M-V functional and the def2-TZVPD basis) for C20H17ClN2O2 in the gas phase at a distorted geometry.

Each line ends with the Mulliken charge.
Positions of all 42 atoms, in Å:
Cl -4.95783 -2.40005 -1.24005  -0.217
O 3.59265 -4.48712 -1.44511  -0.587
O 2.11006 -4.54980 -3.06181  -0.581
N 2.68653 -3.94934 -2.12999  0.931
N -0.81868 2.32754 -2.14108  -0.697
C -2.68857 0.72308 -0.23942  -0.329
C 2.88288 -2.00405 -0.66744  -0.820
C 2.28229 -2.62967 -1.76724  -0.255
C -3.72838 -0.04965 -0.76117  -1.037
C -2.63219 -2.03475 0.10387  -1.022
C 1.79377 2.07297 0.16266  -1.178
C -0.40108 1.01226 0.89892  2.315
C 1.21051 -0.21915 -0.74934  0.142
C 2.36527 -0.80916 -0.18313  -0.340
C 1.20014 -2.01540 -2.40504  -0.741
C -0.17856 2.82418 2.64482  -1.051
C 0.47095 1.52366 3.07529  -0.572
C -0.12758 1.81944 -1.34246  -0.368
C 0.61045 1.15410 -0.23252  2.216
C -3.69859 -1.43452 -0.58600  0.366
C -0.91418 2.43214 1.34621  -1.339
C -1.59593 0.13766 0.39545  -0.047
C 0.25860 0.52571 2.18493  -0.906
C 0.70611 -0.80451 -1.92260  -0.130
C -1.59430 -1.23986 0.60705  -0.221
H 1.52071 2.82669 0.90909  0.165
H -0.77965 -1.71354 1.16079  0.209
H -0.09947 -0.31585 -2.47086  0.380
H -0.85065 3.18220 0.55698  0.381
H 1.04857 1.51198 4.00710  0.452
H -1.97785 2.32171 1.58804  0.612
H 0.44531 -0.52804 2.35382  0.369
H 2.10958 2.60053 -0.74890  0.409
H 0.50513 3.67692 2.46711  0.413
H -4.53372 0.42069 -1.31430  0.403
H 2.90005 -0.35096 0.64831  0.264
H 0.77053 -2.47121 -3.28571  0.478
H 3.75631 -2.47468 -0.23086  0.475
H -2.61663 -3.11406 0.23201  0.401
H 2.65312 1.51858 0.54980  0.259
H -0.91952 3.18327 3.38052  0.407
H -2.76615 1.80007 -0.34774  0.388

Results
E	-40609.873	eV
lowest unoccupied orbital energy	-1.1	eV
net charge	0
HOMO energy	-9.19	eV
Kohn-Sham gap	8.13	eV
SMILES string	C[C@@](C#N)(c1ccc([N+](=O)[O-])cc1)[C@@]1(c2ccc(Cl)cc2)C=CCC1



Density functional theory data (the ωB97M-V functional and the def2-TZVPD basis) for a 6-piece molecular cluster, C5H24N2O6 overall at a distorted geometry.

Each line ends with the Mulliken charge.
Positions of all 37 atoms, in Å:
O -2.86264 -2.34635 1.89414  -0.659
O 3.29398 1.47925 -0.45703  -0.672
O -0.43000 2.66976 -2.44221  -0.688
O 3.57671 -1.01950 0.70668  -0.631
O 0.95880 2.99775 -0.09798  -0.816
O -1.61896 -2.06994 -0.56181  -0.700
N -2.30290 0.47820 -1.46256  -0.478
N 0.21701 0.46832 1.26558  -0.314
C 0.56471 -1.76842 -1.45202  -1.827
C -1.84702 0.60489 -0.07260  -1.473
C -0.46699 0.04407 2.48785  -1.010
C -0.34880 -1.47391 -0.27599  0.471
C -0.41912 0.05467 -0.00633  0.477
H 1.17087 0.16215 1.27234  0.297
H -1.48478 0.42349 2.47415  0.334
H 0.21514 2.90677 -3.12844  0.292
H 4.05659 1.98593 -0.16586  0.313
H 0.16878 -1.36069 -2.38207  0.397
H 4.02200 -1.29727 1.50847  0.291
H 0.47354 2.49067 0.58734  0.373
H 0.18340 0.56671 -0.76117  0.483
H -2.50738 0.01903 0.56295  0.479
H 1.81135 2.51542 -0.21654  0.482
H 0.00064 2.84011 -1.56583  0.389
H -0.02585 -2.00470 0.62499  0.265
H -3.23683 0.85265 -1.57478  0.260
H 1.57387 -1.35721 -1.34225  0.304
H -2.47451 -2.23531 0.99243  0.459
H 3.09626 -1.78162 0.41432  0.274
H -2.09590 -1.53614 -1.21891  0.365
H 0.07333 0.46598 3.33584  0.387
H 0.63920 -2.85029 -1.60177  0.413
H -3.33851 -3.16235 1.85079  0.261
H -1.69122 1.05350 -2.04977  0.232
H -0.53370 -1.03985 2.62350  0.274
H 3.43569 0.59031 -0.06899  0.354
H -1.84676 1.63390 0.30350  0.341

Results
E	-20840.310	eV
lowest unoccupied orbital energy	0.0	eV
net charge	0
HOMO energy	-8.89	eV
Kohn-Sham gap	8.90	eV
SMILES string	CN[C@H](CN)[C@H](C)O.O.O.O.O.O



Density functional theory data (the ωB97M-V functional and the def2-TZVPD basis) for C31H49N8O3OsSb as an isolated structure at a distorted geometry.

Each line ends with the Mulliken charge.
Positions of all 93 atoms, in Å:
Os -0.37872 0.69290 0.31750  1.775
Sb 1.92150 1.45664 -1.29343  0.325
O 3.53086 -1.06315 1.98546  -0.780
O -0.78773 2.03414 -1.04569  0.095
O 1.62301 0.54910 1.14824  -1.208
N -0.71675 -0.69971 1.83658  -0.206
N 0.86059 2.16540 2.59844  -1.265
N -2.18615 -1.92855 -2.64557  0.474
N 0.08984 -0.84134 2.93489  0.463
N -0.88536 -0.84963 -1.04791  0.065
N -1.60331 -2.09703 3.17159  0.664
N -0.43877 -1.67807 3.73378  -1.157
N -0.05802 2.27783 1.55214  0.617
C 3.08918 -0.88467 -2.87438  -1.177
C -0.67390 3.41857 1.47959  -0.132
C -0.23468 -1.58814 -4.15008  -0.352
C 4.69342 0.21365 5.15831  -0.344
C -3.49970 -2.29678 -3.21345  -0.894
C 3.82868 1.27912 5.40783  -0.855
C -2.25168 5.02668 0.53097  -0.897
C 4.06590 3.56244 -0.81551  -1.204
C -0.99767 -5.00832 3.28029  -1.439
C -2.25131 3.68202 -1.89324  -0.834
C -3.01405 -4.50792 1.85467  -1.406
C -3.28678 -0.45677 -1.04457  -2.036
C -1.75489 -1.48788 2.01889  -0.497
C -1.51709 3.82933 0.39575  0.436
C -2.99306 4.83606 -1.72984  -0.574
C 3.59663 -0.23989 3.07704  0.558
C -2.05306 -1.10847 -1.60297  1.321
C 3.52275 0.23932 -1.93017  -0.697
C -1.01284 -2.55761 -3.26927  -1.260
C -2.99268 5.52079 -0.51060  -0.886
C 4.57688 -0.53810 4.00960  -0.673
C 1.68026 1.20376 2.33087  1.098
C 2.86550 1.59239 4.48282  -0.888
C 2.43031 2.69218 -4.03455  -1.093
C -1.52716 3.16160 -0.82875  0.464
C 2.81025 2.98793 -0.15021  -0.319
C -2.48741 -3.06619 3.87135  -1.169
C 1.28714 2.48647 -3.02907  -0.395
C 2.73280 0.84836 3.29417  0.412
C -2.42475 -4.46421 3.26507  0.778
C -4.04751 -3.58214 -2.61212  -0.980
H -4.96290 -3.87686 -3.12637  0.427
H -3.75036 0.19112 -1.78980  0.489
H 3.91622 1.85349 6.32024  0.449
H -3.56551 6.43139 -0.39561  0.433
H -0.85080 -1.25602 -4.98719  0.376
H -0.98720 -6.05025 2.95739  0.425
H 3.96555 -1.44030 -3.21037  0.435
H 2.88182 1.74988 -4.35104  0.230
H 2.58513 -0.50259 -3.76408  0.250
H -4.02574 -1.19806 -0.73858  0.456
H -2.58483 -1.63004 1.34711  0.742
H -2.22807 3.15212 -2.83885  0.457
H 4.81174 2.79555 -1.02807  0.281
H 2.03496 3.17770 -4.92817  0.439
H -4.00672 -4.04588 1.81262  0.376
H -0.46551 4.11915 2.28212  0.486
H 3.22106 3.33075 -3.64082  0.211
H 3.83826 4.09431 -1.73882  0.308
H 3.99952 -0.14810 -1.02849  0.563
H -0.55799 -4.96261 4.27925  0.393
H -3.02496 0.16564 -0.19225  0.260
H -3.58564 5.21189 -2.55543  0.462
H 2.18942 2.42133 4.64920  0.465
H 0.08358 -0.70303 -3.59464  -0.213
H 3.03305 2.55669 0.82167  0.218
H -3.32843 -4.39938 -2.70561  0.344
H -4.20251 -1.48217 -3.07198  0.396
H -0.37787 -2.99200 -2.49312  0.416
H 2.80683 -0.75840 1.42902  0.140
H 0.46892 1.91288 -3.46404  0.345
H -3.35947 -2.41464 -4.28688  0.459
H -0.11769 -1.32667 -1.49160  -0.168
H 5.23827 -1.37144 3.80960  0.500
H 2.42388 -1.59431 -2.37789  0.285
H 2.03746 3.74731 -0.01723  0.404
H 0.65077 -2.07946 -4.55655  0.396
H -4.27865 -3.45404 -1.55106  0.177
H -2.23100 5.54511 1.48319  0.485
H -1.37756 -3.38580 -3.87020  0.527
H -3.50040 -2.66954 3.84804  0.465
H 4.19900 0.94929 -2.41492  0.456
H -2.14210 -3.08213 4.90122  0.361
H -0.35201 -4.44534 2.59762  0.259
H 5.46212 -0.03432 5.88101  0.409
H -2.35584 -4.00188 1.13603  0.237
H 0.87723 3.42817 -2.66337  0.452
H -3.11392 -5.53997 1.51822  0.457
H -3.04625 -5.08007 3.91867  0.386
H 4.52470 4.27945 -0.13360  0.465

Results
E	-59995.123	eV
lowest unoccupied orbital energy (alpha / beta)	-7.1 / -7.1	eV
net charge	+2
HOMO energy (alpha / beta)	-12.63 / -12.63	eV
Kohn-Sham gap (alpha / beta)	5.49 / 5.49	eV



Density functional theory data (the ωB97M-V functional and the def2-TZVPD basis) for C26H28N6OPS2W as an isolated structure.

Each line ends with the Mulliken spin population.
Positions of all 65 atoms, in Å:
W -0.60630 -0.12402 -0.31915  1.869
S 0.09743 2.13860 -0.14388  0.035
S -2.86604 0.70990 -0.39383  0.000
P -0.83667 0.52112 -2.72770  -0.038
O 0.02833 -1.70253 -1.42753  0.038
N 1.90844 -1.86091 -0.12975  0.016
N 0.44078 0.74948 -5.11689  0.001
N -1.85838 -0.11585 -5.16333  0.002
N 1.11105 -1.00055 0.62684  -0.043
N -1.44688 2.25811 -4.71322  -0.001
N -0.78741 0.11421 1.96683  -0.023
C 2.65802 -1.30145 2.51267  -0.002
C -0.10644 2.09839 -5.27355  0.000
C -3.82300 3.21729 0.11321  0.010
C -1.79262 0.67800 2.62633  -0.002
C -0.48368 0.92299 4.60942  0.004
C -2.47532 5.16852 0.48696  0.001
C 1.49300 -4.48459 -4.14537  0.001
C 3.42910 -4.80863 -2.74992  0.001
C -1.67993 1.08922 3.95253  0.001
C -3.72613 4.57234 0.37896  0.011
C 1.73505 -3.23369 -2.10319  -0.015
C 0.71560 0.44691 -3.71200  -0.023
C 1.22525 -2.21881 -1.16676  -0.001
C -1.41973 3.04228 0.06454  0.015
C -2.67428 2.44520 -0.04837  0.024
C 0.57200 0.31164 3.93150  0.001
C 1.00711 -3.54605 -3.24922  0.000
C -1.33027 4.40791 0.33036  0.024
C 2.70518 -5.11141 -3.89657  -0.002
C 0.38232 -0.08194 2.62672  0.024
C -1.91736 -0.54284 -3.76501  -0.007
C -0.49876 -0.20993 -5.69970  0.000
C -1.44215 2.17284 -3.25298  0.009
C 2.94824 -3.87280 -1.85217  -0.001
C -2.33105 1.26107 -5.31642  -0.001
C 1.41920 -0.80508 1.86076  0.041
H -2.44801 2.33345 -2.86181  0.003
H 3.08720 -5.84205 -4.59728  0.000
H -1.60065 -1.58343 -3.67387  0.003
H -0.54752 -0.02026 -6.77298  0.000
H 3.20280 -1.96178 1.84754  0.000
H 4.37023 -5.30547 -2.55728  0.000
H -2.53664 1.53751 4.43490  0.001
H 3.29266 -0.44650 2.76126  0.004
H -4.79443 2.74685 0.02410  0.001
H 0.92571 -4.72847 -5.03342  0.000
H -0.79198 2.94164 -2.83145  -0.001
H 3.50759 -3.62918 -0.95989  -0.001
H -0.11968 -1.22217 -5.54574  0.000
H 2.42272 -1.82025 3.44155  0.002
H -2.71150 0.80446 2.07126  0.003
H 0.56943 2.81666 -4.80695  0.000
H 0.05718 -3.06094 -3.42494  -0.006
H -2.39087 6.22703 0.69295  0.000
H -2.94157 -0.46867 -3.39342  0.003
H 1.42924 1.17045 -3.30900  0.001
H 1.52168 0.14508 4.41752  0.002
H 1.15973 -0.54637 -3.62293  0.010
H -2.40141 1.47704 -6.38359  0.000
H -0.15988 2.31662 -6.34136  0.000
H -0.35383 4.86915 0.41204  0.002
H -3.32619 1.34908 -4.87772  0.000
H -0.35871 1.24576 5.63388  0.000
H -4.62442 5.16252 0.49913  0.001

Results
E	-71185.629	eV
lowest unoccupied orbital energy (alpha / beta)	-4.4 / -4.4	eV
2S+1	3
net charge	+1
HOMO energy (alpha / beta)	-10.36 / -10.35	eV
Kohn-Sham gap (alpha / beta)	5.93 / 5.97	eV



Density functional theory data (the ωB97M-V functional and the def2-TZVPD basis) for C2H3CsNaO2 as an isolated structure at a distorted geometry.

Each line ends with the Mulliken charge.
Positions of all 9 atoms, in Å:
Cs 0.23450 2.68060 -3.43851  0.972
Na -2.25744 0.60427 -1.78456  0.905
O -0.23050 0.26495 -0.78377  -0.886
O 1.32797 -1.28294 1.51964  -0.458
C 0.10530 0.12911 0.52988  -0.645
C 0.13523 -1.20381 1.05331  0.150
H 1.34656 -0.02173 1.05031  0.348
H -0.40998 -2.02628 0.60330  0.274
H -0.25164 0.85584 1.25040  0.340

Results
E	-11171.883	eV
lowest unoccupied orbital energy	-4.8	eV
net charge	+1
HOMO energy	-9.12	eV
Kohn-Sham gap	4.35	eV



Values of energy above the lowest of the compared OMol25 structures with the same formula, charge and spin, in order: 0.0; 13.3; 678.0; 402.8; 28.7; 157.4; 66.7; 200.4, all in kJ/mol.